Density functional theory data (wB97M-V/def2-TZVPD) for one molecule with the formula C5H9NO.

Spin multiplicity = 1
HOMO-LUMO gap = 10.45 eV
Electronic energy = -325.81541 Ha
Relative energy (zero: lowest compared OMol25 entry of this formula, charge and spin) = 76.6 kcal/mol
SMILES = C/N=C/[C@H]1O[C@@H]1C
HOMO = -0.345 hartree

Last columns: bonded neighbours and bond lengths (Å).
Geometry (Å):
1 C -1.1189 -2.4895 0.6179  N2 1.421, H8 1.095, H9 1.096, H10 1.096
2 N -0.6764 -1.2405 0.1049  C1 1.421, C3 1.261
3 C -1.2993 -0.1552 -0.0508  N2 1.261, C4 1.503, H11 1.105
4 C -0.3696 0.6870 -0.8789  C3 1.503, C5 1.450, O6 1.424, H13 1.087
5 C 0.4930 1.5453 -0.0903  C4 1.450, O6 1.424, C7 1.500, H12 1.092
6 O -0.3427 2.0929 -1.1043  C4 1.424, C5 1.424
7 C 1.9929 1.5294 -0.0982  C5 1.500, H14 1.092, H15 1.097, H16 1.093
8 H -0.4885 -2.7838 1.4637  C1 1.095
9 H -0.9015 -3.1958 -0.1919  C1 1.096
10 H -2.1809 -2.5483 0.8819  C1 1.096
11 H -2.2796 0.1570 0.3518  C3 1.105
12 H 0.0690 1.7578 0.8934  C5 1.092
13 H -0.0132 0.0929 -1.7163  C4 1.087
14 H 2.4004 2.5373 -0.1975  C7 1.092
15 H 2.2958 1.1353 0.8797  C7 1.097
16 H 2.4195 0.8781 -0.8653  C7 1.093

---

Density functional theory data (wB97M-V/def2-TZVPD) for one molecule with the formula C5H9NO.

Spin multiplicity = 1
HOMO-LUMO gap = 9.37 eV
Electronic energy = -325.77842 Ha
Relative energy (zero: lowest compared OMol25 entry of this formula, charge and spin) = 99.9 kcal/mol
HOMO = -0.327 hartree

Last columns: bonded neighbours and bond lengths (Å).
Geometry (Å):
1 N -1.4206 -1.3767 1.6456  C2 1.255, H8 1.022
2 C -0.5456 -1.0678 0.8011  N1 1.255, C3 1.496, O7 1.421
3 C -0.7801 -0.7846 -0.6485  C2 1.496, C4 1.542, H9 1.098, H10 1.094
4 C -0.4353 0.6592 -1.0670  C3 1.542, C5 1.535, H11 1.098, H12 1.097
5 C 1.0239 1.0955 -0.8747  C4 1.535, H13 1.094, H14 1.092, H16 1.097
6 C 1.3381 0.0582 1.7473  O7 1.315, H15 1.127
7 O 0.8342 -0.9899 1.1327  C2 1.421, C6 1.315
8 H -1.0016 -1.5388 2.5633  N1 1.022
9 H -0.1728 -1.4878 -1.2328  C3 1.098
10 H -1.8331 -1.0012 -0.8540  C3 1.094
11 H -1.1383 1.3508 -0.5850  C4 1.098
12 H -0.6379 0.7259 -2.1429  C4 1.097
13 H 1.6859 0.4075 -1.4098  C5 1.094
14 H 1.1666 2.1056 -1.2633  C5 1.092
15 H 0.4733 0.7347 1.9994  C6 1.127
16 H 1.4274 1.1187 0.1449  C5 1.097

---

Density functional theory data (wB97M-V/def2-TZVPD) for one molecule with the formula C5H9NO in a non-equilibrium geometry.

Spin multiplicity = 1
HOMO-LUMO gap = 11.54 eV
Electronic energy = -325.90048 Ha
Relative energy (zero: lowest compared OMol25 entry of this formula, charge and spin) = 23.3 kcal/mol
SMILES = C[C@H](C#N)CCO
HOMO = -0.393 hartree

Last columns: bonded neighbours and bond lengths (Å).
Geometry (Å):
1 C -2.1387 -0.2162 -0.1349  C2 1.534, H8 1.095, H9 1.095, H10 1.094
2 C -0.6303 -0.4937 -0.1179  C1 1.534, C3 1.540, C6 1.473, H11 1.096
3 C 0.1838 0.8134 -0.1293  C2 1.540, C4 1.518, H12 1.097, H13 1.097
4 C 1.6781 0.6172 0.0498  C3 1.518, O5 1.415, H14 1.101, H15 1.101
5 O 2.1503 -0.1120 -1.0675  C4 1.415, H16 0.964
6 C -0.2809 -1.3070 1.0593  C2 1.473, N7 1.157
7 N 0.0046 -1.9290 1.9924  C6 1.157
8 H -2.4003 0.3594 -1.0286  C1 1.095
9 H -2.4294 0.3665 0.7459  C1 1.095
10 H -2.7184 -1.1437 -0.1371  C1 1.094
11 H -0.3502 -1.0832 -0.9988  C2 1.096
12 H 0.0103 1.3089 -1.0923  C3 1.097
13 H -0.1898 1.4801 0.6575  C3 1.097
14 H 1.8715 0.0761 0.9885  C4 1.101
15 H 2.1650 1.6015 0.1236  C4 1.101
16 H 3.0744 -0.3384 -0.9106  O5 0.964